{"formula": "C32H25Cl5N2OS3Sm", "method": "ωB97M-V with the def2-TZVPD basis set", "e_tot_ev": -151641.1091, "multiplicity": 6, "homo_ev": [-5.1, -5.2], "total_charge": -1, "relative_energy_ev": 0.252, "elements": ["Sm", "C", "N", "C", "C", "N", "C", "C", "C", "C", "C", "C", "C", "S", "C", "C", "C", "C", "C", "C", "S", "H", "H", "H", "H", "H", "H", "H", "H", "H", "H", "H", "H", "H", "H", "H", "H", "H", "H", "Cl", "C", "C", "C", "Cl", "C", "Cl", "C", "Cl", "C", "Cl", "C", "C", "O", "S", "C", "C", "C", "C", "C", "C", "C", "C", "H", "H", "H", "H", "H", "H", "H"], "xyz": [[-13.67836, -14.23211, 1.64862], [-12.64441, -13.59274, 5.08124], [-12.80742, -14.75259, 4.12355], [-11.53883, -15.39599, 3.79842], [-10.62459, -14.66203, 2.88178], [-11.10690, -14.73794, 1.44954], [-10.75143, -16.03662, 0.96088], [-10.55607, -13.65799, 0.62627], [-9.45759, -13.90099, -0.18316], [-8.95848, -12.90142, -1.05807], [-9.53154, -11.66556, -0.98796], [-10.59705, -11.38616, -0.14976], [-11.11849, -12.33999, 0.70494], [-12.31739, -11.81422, 1.89230], [-13.75471, -15.69064, 4.65371], [-13.42553, -16.76144, 5.41487], [-14.33542, -17.67397, 5.86532], [-15.68172, -17.46673, 5.63727], [-16.05680, -16.37763, 4.84836], [-15.11373, -15.47999, 4.33868], [-15.69210, -14.06105, 3.45930], [-12.57981, -13.90957, 6.15263], [-13.50552, -12.92951, 5.00951], [-11.81725, -12.96499, 4.68510], [-11.73430, -16.41595, 3.40409], [-11.04777, -15.66388, 4.77149], [-9.59446, -15.04924, 2.89101], [-10.61808, -13.64191, 3.19954], [-9.66664, -16.23291, 1.09346], [-11.01980, -16.17681, -0.10101], [-11.28159, -16.79917, 1.47995], [-9.00519, -14.88091, -0.13085], [-8.05805, -13.13610, -1.62900], [-9.15821, -10.88897, -1.67591], [-10.98153, -10.37904, -0.20701], [-12.35353, -17.05425, 5.58401], [-13.90058, -18.58176, 6.26303], [-16.37253, -18.24199, 5.95551], [-17.05966, -16.16977, 4.73809], [-12.51950, -14.38772, -2.19620], [-13.95644, -13.41380, -1.92626], [-14.55872, -13.27609, -0.64691], [-15.61563, -12.39892, -0.59624], [-16.23409, -12.07203, 0.97048], [-16.21864, -11.78934, -1.73691], [-17.66439, -10.88276, -1.64231], [-15.61727, -11.94289, -2.99084], [-16.32550, -11.35035, -4.41066], [-14.43748, -12.73289, -3.03610], [-13.71793, -12.95085, -4.62013], [-14.92237, -25.97068, 1.27555], [-14.60941, -24.48131, 1.17437], [-14.87450, -23.83066, 0.22246], [-13.59693, -23.82070, 2.56577], [-13.61594, -22.07311, 2.20399], [-12.69391, -21.55092, 1.35829], [-12.68644, -20.19683, 1.04966], [-13.63475, -19.32239, 1.58025], [-14.58084, -19.88282, 2.51260], [-14.53668, -21.22906, 2.80679], [-13.69799, -17.93725, 1.22470], [-13.69375, -16.68942, 1.11621], [-14.54100, -26.50621, 2.11073], [-14.47252, -26.38345, 0.33700], [-15.98148, -26.10795, 1.12040], [-11.91731, -22.14848, 0.94641], [-12.05014, -19.81271, 0.26632], [-15.21471, -19.18214, 3.08672], [-15.30149, -21.54216, 3.57239]], "atomic_forces_ev_per_a": [[-0.64, 0.34, -0.57], [0.14, 0.09, -0.75], [0.24, 0.77, 0.27], [0.47, -2.25, 1.74], [-0.05, 0.29, -0.96], [0.13, 1.19, 0.84], [0.89, -0.90, -1.20], [-0.05, 0.64, 0.43], [-0.10, 0.62, -0.58], [0.38, -1.70, 1.39], [0.27, 0.90, -1.32], [0.48, 0.15, -0.51], [0.12, -0.57, 0.39], [-0.03, -0.49, -0.04], [-1.36, 1.08, -0.97], [2.78, -1.17, 0.30], [-0.18, -0.64, 0.12], [0.23, -0.32, -0.61], [1.87, -0.59, 1.13], [-0.30, 0.31, 0.51], [0.09, -0.29, 0.03], [0.47, 0.00, -0.90], [-0.27, -0.28, -0.12], [-0.25, -0.52, 0.73], [-0.30, 0.66, -0.06], [0.30, 0.54, -0.67], [-0.22, -0.03, 0.27], [0.23, 0.86, -0.16], [-0.32, 0.02, -0.12], [0.12, 0.29, 0.45], [-0.40, -0.46, 0.47], [0.11, 0.12, -0.32], [-0.41, 0.26, -0.09], [-0.25, -0.25, 0.49], [-0.32, -0.02, 0.40], [-1.08, 0.64, -0.14], [-0.49, -0.08, 0.43], [-0.25, 0.36, 0.02], [-2.05, 0.38, -0.61], [-0.29, -0.03, 0.57], [-0.63, 0.62, 0.38], [1.32, -0.37, -0.89], [-0.30, 0.14, -1.51], [-0.58, 0.38, 0.57], [0.92, -0.38, 0.08], [-0.39, 0.26, 0.33], [0.88, -1.18, 1.62], [-0.27, 0.40, -0.46], [-0.57, 0.07, -0.89], [0.04, 0.06, 0.33], [0.43, 0.46, -2.12], [1.10, -0.54, 1.29], [-0.57, 0.56, -0.68], [-0.66, -0.10, -0.28], [-0.56, -1.05, 0.73], [0.79, 1.04, -0.53], [-0.64, 0.37, -0.46], [-1.01, -0.69, 0.59], [1.16, 1.13, -0.23], [-1.74, 0.48, 1.29], [0.17, 2.41, 0.26], [-0.17, -2.47, 0.19], [0.21, -0.14, 0.82], [-0.18, 0.14, 0.77], [-0.42, -0.02, 0.31], [0.33, -0.63, -0.37], [0.38, -0.03, 0.13], [0.16, -0.59, -0.60], [1.07, -0.22, -0.96]]}